{"formula": "C29H73Br3N4O4", "method": "ωB97M-V/def2-TZVPD", "energy_ha": -9390.5496, "orbital_gap_ev": 8.77, "species": ["C", "Br", "Br", "Br", "H", "C", "C", "C", "C", "C", "C", "H", "H", "H", "H", "H", "H", "H", "H", "H", "H", "H", "H", "H", "H", "C", "C", "C", "C", "C", "C", "H", "H", "H", "H", "H", "H", "H", "H", "H", "H", "H", "H", "H", "H", "C", "C", "C", "O", "C", "N", "H", "H", "H", "H", "H", "H", "H", "H", "H", "H", "H", "C", "C", "C", "O", "C", "N", "H", "H", "H", "H", "H", "H", "H", "H", "H", "H", "H", "C", "C", "C", "O", "C", "N", "H", "H", "H", "H", "H", "H", "H", "H", "H", "H", "H", "C", "C", "C", "O", "C", "N", "H", "H", "H", "H", "H", "H", "H", "H", "H", "H", "H"], "coordinates": [[0.94, -1.03, 1.23], [0.73, -1.80, -0.58], [2.08, 0.61, 1.38], [1.59, -2.42, 2.46], [-0.09, -0.84, 1.53], [-5.40, -5.81, 2.27], [-6.22, -4.58, 1.89], [-5.53, -3.50, 1.10], [-6.28, -2.19, 0.90], [-5.50, -1.26, -0.07], [-5.62, -1.67, -1.54], [-5.07, -6.24, 1.33], [-6.07, -6.54, 2.72], [-4.59, -5.67, 2.99], [-7.08, -4.94, 1.33], [-6.64, -4.19, 2.82], [-5.24, -3.91, 0.13], [-4.55, -3.29, 1.52], [-7.29, -2.33, 0.51], [-6.35, -1.76, 1.90], [-5.88, -0.25, 0.07], [-4.45, -1.31, 0.23], [-6.59, -1.98, -1.91], [-5.29, -0.86, -2.19], [-4.95, -2.51, -1.74], [4.25, 3.31, 6.33], [2.84, 3.27, 6.95], [2.84, 2.57, 8.33], [3.35, 1.08, 8.40], [3.14, 0.56, 9.83], [3.77, -0.83, 10.05], [4.94, 3.87, 6.95], [4.17, 3.68, 5.31], [4.67, 2.30, 6.31], [2.43, 4.28, 7.03], [2.16, 2.93, 6.17], [1.84, 2.49, 8.76], [3.45, 3.11, 9.05], [2.78, 0.55, 7.64], [4.40, 0.94, 8.15], [3.70, 1.23, 10.48], [2.12, 0.57, 10.21], [4.83, -0.97, 9.85], [3.82, -0.98, 11.13], [3.33, -1.71, 9.58], [-1.59, -7.37, -3.46], [-0.74, -7.78, -4.61], [0.34, -6.78, -5.04], [1.44, -7.23, -5.82], [2.19, -6.13, -6.39], [-0.16, -8.98, -4.08], [-2.17, -8.20, -3.07], [-2.17, -6.47, -3.69], [-1.10, -7.14, -2.52], [-1.39, -7.98, -5.47], [0.70, -6.36, -4.10], [-0.25, -6.10, -5.65], [2.52, -5.39, -5.66], [1.65, -5.67, -7.21], [3.08, -6.59, -6.81], [0.51, -8.61, -3.41], [0.45, -9.38, -4.77], [-3.90, 3.29, 7.57], [-3.97, 3.39, 6.09], [-3.92, 2.03, 5.31], [-2.67, 1.28, 5.55], [-2.84, 0.11, 6.35], [-5.24, 4.03, 5.81], [-3.99, 4.29, 7.99], [-2.91, 2.91, 7.82], [-4.63, 2.68, 8.11], [-3.06, 3.91, 5.78], [-4.17, 2.18, 4.26], [-4.73, 1.42, 5.70], [-3.23, 0.30, 7.35], [-1.87, -0.36, 6.51], [-3.45, -0.63, 5.84], [-5.38, 4.40, 4.89], [-5.31, 4.89, 6.33], [4.92, 5.10, -3.58], [3.89, 5.64, -4.64], [3.39, 7.06, -4.34], [2.16, 7.29, -5.09], [1.80, 8.65, -5.17], [4.59, 5.60, -5.93], [5.51, 4.25, -3.91], [4.31, 4.80, -2.73], [5.58, 5.91, -3.28], [3.03, 4.98, -4.60], [4.13, 7.82, -4.58], [3.14, 7.20, -3.29], [0.87, 8.81, -5.72], [2.58, 9.20, -5.69], [1.83, 9.09, -4.17], [4.02, 6.16, -6.55], [4.59, 4.64, -6.24], [0.28, 0.30, -7.20], [1.48, 1.07, -7.76], [2.85, 0.37, -7.40], [3.98, 1.01, -8.00], [5.17, 0.33, -7.86], [1.27, 0.95, -9.23], [-0.66, 0.83, -7.38], [0.39, 0.14, -6.13], [0.19, -0.72, -7.57], [1.35, 2.14, -7.57], [2.76, -0.63, -7.81], [2.97, 0.41, -6.31], [5.99, 0.93, -8.26], [5.09, -0.56, -8.48], [5.44, 0.00, -6.86], [1.42, -0.03, -9.45], [2.17, 1.30, -9.54]], "lowdin_charge": [-1.516, 0.508, 0.519, 0.519, -0.034, -0.118, -0.285, -0.253, -0.221, -0.254, -0.117, 0.071, 0.066, 0.072, 0.108, 0.104, 0.105, 0.114, 0.110, 0.106, 0.097, 0.098, 0.071, 0.064, 0.061, -0.113, -0.260, -0.209, -0.222, -0.266, -0.126, 0.070, 0.066, 0.057, 0.093, 0.096, 0.100, 0.104, 0.110, 0.099, 0.102, 0.106, 0.064, 0.061, 0.067, -0.097, -0.461, -0.214, -0.189, -0.092, 0.027, 0.084, 0.080, 0.078, 0.141, 0.125, 0.122, 0.084, 0.083, 0.084, 0.075, 0.070, -0.086, -0.459, -0.149, -0.200, -0.117, 0.028, 0.077, 0.080, 0.086, 0.134, 0.115, 0.111, 0.078, 0.083, 0.082, 0.070, 0.066, -0.063, -0.428, -0.182, -0.204, -0.123, 0.034, 0.070, 0.068, 0.072, 0.128, 0.124, 0.123, 0.090, 0.079, 0.082, 0.064, 0.067, -0.083, -0.388, -0.176, -0.201, -0.138, 0.017, 0.079, 0.067, 0.073, 0.135, 0.120, 0.123, 0.091, 0.085, 0.087, 0.057, 0.053]}